[1]
Entry from the Open Molecules 2025 dataset: one molecule with the formula C3H6N2O (wB97M-V/def2-TZVPD).

## Properties
- SMILES: [H]/N=C/N(O)C=C
- Energy relative to the best compared isomer or geometry (same formula, charge and spin): 324.9 kJ/mol
- Frontier orbital gap: 9.12 eV
- Total charge: 0

Each line ends with the Mulliken charge.
Atoms and positions in Å:
H  2.91  0.19  -0.50  0.2457
N  2.01  -0.17  -0.81  -0.6929
C  1.10  0.16  0.03  0.0743
N  -0.21  -0.17  -0.17  0.1594
O  -0.44  -0.78  -1.34  -0.4964
C  -1.30  0.30  0.53  0.1351
C  -1.28  0.68  1.80  -0.8620
H  1.18  0.80  0.91  0.2249
H  0.47  -1.00  -1.69  0.4049
H  -2.24  0.16  0.00  0.3599
H  -0.36  0.60  2.39  0.1913
H  -2.19  1.02  2.29  0.2559

[2]
Entry from the Open Molecules 2025 dataset: H4MnO14P4 as an isolated structure (wB97M-V/def2-TZVPD).

## Properties
- Spin multiplicity: 2
- Expectation value of S²: 0.77
- Frontier orbital gap (spin up / spin down): 6.21 / 6.94 eV
- Total charge: +2

Each line ends with the Löwdin spin population.
Atoms and positions in Å:
Mn  0.02  0.03  -0.03  0.8390
O  -1.43  -1.52  -2.89  0.0040
P  -2.14  -1.56  -1.51  0.0043
O  -2.93  -2.66  -1.05  -0.0070
O  -0.81  -1.21  -0.54  0.0387
O  -2.77  -0.09  -1.36  -0.0133
P  -2.24  1.37  -1.68  0.0028
O  -1.77  1.30  -3.15  0.0018
O  -2.95  2.47  -1.11  0.0044
O  -0.75  1.12  -0.87  0.0447
H  -1.49  -2.30  -3.45  0.0001
H  -1.85  2.09  -3.70  0.0000
O  1.43  1.53  2.87  0.0040
P  1.24  0.00  2.79  0.0043
O  0.91  -0.83  3.90  -0.0070
O  0.09  -0.03  1.55  0.0386
O  2.43  -0.49  1.84  -0.0133
P  3.08  0.08  0.50  0.0028
O  3.41  1.55  0.82  0.0018
O  3.92  -0.80  -0.26  0.0044
O  1.56  0.28  -0.27  0.0446
H  1.29  1.96  3.73  0.0001
H  4.19  1.95  0.40  0.0000

[3]
Entry from the Open Molecules 2025 dataset: C32H48AsBrNO6RuS4Si2 as an isolated structure (wB97M-V/def2-TZVPD).

## Properties
- Spin multiplicity: 2
- Expectation value of S²: 0.76
- Energy relative to the best compared isomer or geometry (same formula, charge and spin): 70.5 kJ/mol
- Frontier orbital gap (spin up / spin down): 5.01 / 5.31 eV
- Total charge: -2

Each line ends with the Löwdin spin population.
Atoms and positions in Å:
Ru  0.75  2.85  -0.59  0.6613
S  2.12  0.99  -0.78  0.0289
C  3.71  1.67  -1.00  0.0119
C  4.81  0.84  -1.25  -0.0021
C  6.08  1.35  -1.41  0.0187
C  6.29  2.73  -1.31  -0.0040
C  5.22  3.56  -1.06  0.0183
C  3.93  3.05  -0.90  0.0075
S  2.59  4.14  -0.55  0.1988
H  4.64  -0.23  -1.33  -0.0008
H  6.92  0.69  -1.60  0.0017
H  7.29  3.14  -1.43  -0.0008
H  5.36  4.63  -0.98  0.0001
C  -2.15  3.33  -5.71  0.0007
Si  -2.20  1.59  -5.02  0.0005
C  -3.79  0.77  -5.65  0.0000
C  -0.74  0.60  -5.64  0.0005
C  -2.24  1.57  -3.15  -0.0006
C  -3.31  1.06  -2.42  -0.0010
C  -3.28  1.04  -1.02  0.0000
C  -2.14  1.50  -0.39  0.0007
N  -1.10  1.94  -1.07  0.0035
C  -1.15  2.06  -2.41  0.0005
S  0.26  2.89  -2.98  0.0219
H  -2.28  3.32  -6.79  0.0000
H  -1.20  3.80  -5.47  0.0006
H  -2.95  3.95  -5.28  0.0000
H  -3.80  0.80  -6.74  0.0000
H  -4.68  1.30  -5.29  0.0000
H  -3.86  -0.27  -5.33  0.0000
H  -0.68  0.61  -6.73  0.0000
H  -0.80  -0.43  -5.30  0.0000
H  0.18  1.04  -5.24  0.0004
H  -4.18  0.67  -2.93  -0.0001
H  -4.12  0.67  -0.45  0.0001
H  -2.02  1.51  0.69  -0.0001
O  0.95  1.13  3.77  0.0021
As  1.17  2.62  2.79  0.0043
O  0.36  2.28  1.36  0.0181
O  2.76  2.96  2.91  0.0056
C  -0.05  3.78  3.72  0.0022
C  -0.64  3.42  4.93  0.0003
C  -1.55  4.26  5.55  0.0001
C  -1.87  5.47  4.96  0.0000
C  -1.28  5.86  3.77  0.0001
C  -0.36  5.02  3.14  0.0001
S  -0.55  5.85  0.49  -0.0003
O  -1.89  6.22  0.95  -0.0003
O  0.30  5.39  2.01  0.0004
O  -0.59  4.55  -0.23  -0.0018
H  1.86  0.85  3.95  0.0001
H  -0.38  2.46  5.36  0.0001
H  -2.01  3.96  6.49  0.0000
H  -2.59  6.14  5.44  0.0000
H  -1.53  6.80  3.30  0.0000
C  0.57  -5.26  -1.22  0.0000
C  -0.52  -4.83  -0.22  0.0000
C  -1.83  -4.80  -1.01  0.0000
C  -0.62  -5.92  0.86  0.0000
Si  -0.09  -3.11  0.55  0.0000
Br  -0.50  -1.61  -1.06  0.0004
C  1.77  -2.92  0.98  0.0000
C  2.31  -4.14  1.75  0.0000
C  1.99  -1.67  1.84  0.0007
C  2.64  -2.72  -0.28  -0.0003
C  -1.26  -2.65  2.01  0.0000
C  -1.25  -1.13  2.27  0.0000
C  -0.89  -3.37  3.31  0.0000
C  -2.72  -3.00  1.66  0.0000
H  0.26  -6.19  -1.70  0.0000
H  1.53  -5.44  -0.74  0.0000
H  0.71  -4.51  -2.00  0.0000
H  -2.00  -5.79  -1.45  0.0000
H  -1.79  -4.07  -1.82  0.0000
H  -2.70  -4.56  -0.39  0.0000
H  -0.78  -6.89  0.37  0.0000
H  -1.47  -5.76  1.53  0.0000
H  0.28  -6.00  1.47  0.0000
H  1.74  -4.35  2.66  0.0000
H  3.34  -3.93  2.06  0.0000
H  2.33  -5.04  1.14  0.0000
H  1.56  -1.77  2.84  0.0000
H  1.59  -0.76  1.38  0.0010
H  3.07  -1.51  1.96  0.0000
H  2.57  -3.54  -0.99  0.0000
H  3.68  -2.64  0.04  0.0000
H  2.38  -1.79  -0.79  -0.0003
H  -0.29  -0.75  2.62  0.0000
H  -1.99  -0.91  3.05  0.0000
H  -1.52  -0.57  1.39  0.0000
H  0.08  -3.05  3.69  0.0000
H  -0.88  -4.46  3.21  0.0000
H  -1.63  -3.11  4.08  0.0000
H  -3.03  -2.53  0.73  0.0000
H  -3.37  -2.63  2.46  0.0000
H  -2.88  -4.08  1.59  0.0000

[4]
Entry from the Open Molecules 2025 dataset: C11H11NO2W as an isolated structure (wB97M-V/def2-TZVPD).

## Properties
- Spin multiplicity: 3
- Expectation value of S²: 2.02
- Frontier orbital gap (spin up / spin down): 6.05 / 6.85 eV
- Total charge: +2

Each line ends with the Löwdin spin population.
Atoms and positions in Å:
W  -0.14  -0.50  -1.86  1.9007
C  0.71  -0.06  -4.41  0.0203
H  1.13  -0.54  -3.42  0.0151
H  0.86  -0.79  -5.22  0.0000
H  1.29  0.84  -4.67  -0.0009
H  -0.31  0.29  -4.51  0.0080
H  -1.91  -0.10  -2.12  -0.0486
O  1.73  3.24  -1.14  0.0133
C  1.17  2.15  -1.13  0.0002
O  0.94  1.32  -2.12  0.0105
C  0.68  1.55  0.16  0.0106
C  0.68  2.11  1.45  -0.0017
C  0.20  1.36  2.50  0.0227
C  -0.25  0.05  2.35  0.0000
C  -0.74  -0.79  3.36  0.0091
C  -1.19  -2.05  3.05  -0.0027
C  -1.14  -2.55  1.71  0.0076
C  -0.67  -1.72  0.67  0.0127
C  -0.27  -0.45  1.04  0.0098
N  0.22  0.31  0.01  -0.0056
H  1.09  3.12  1.52  -0.0004
H  0.19  1.78  3.50  0.0009
H  -0.77  -0.32  4.33  0.0003
H  -1.56  -2.69  3.85  -0.0002
H  -1.45  -3.59  1.55  0.0003
H  -0.47  -1.96  -0.45  0.0179